{
  "formula": "C23H17N3O7Ru",
  "method": "ωB97M-V with the def2-TZVPD basis set",
  "species": ["Ru", "O", "C", "C", "C", "C", "C", "C", "C", "N", "C", "C", "N", "C", "C", "C", "C", "C", "C", "C", "O", "H", "H", "H", "H", "H", "H", "H", "H", "H", "H", "H", "H", "H", "H", "O", "C", "C", "C", "N", "C", "C", "C", "O", "O", "C", "O", "O", "H", "H", "H"],
  "positions_angstrom": [[-0.351, 0.664, -0.502], [-2.064, 1.220, -1.487], [-2.214, 1.286, -2.759], [-3.334, 1.997, -3.280], [-3.579, 2.079, -4.625], [-2.717, 1.472, -5.556], [-1.626, 0.788, -5.083], [-1.349, 0.666, -3.709], [-0.227, -0.153, -3.338], [0.138, -0.477, -2.157], [1.176, -1.482, -2.034], [2.273, -1.156, -1.025], [1.859, -1.109, 0.365], [1.295, -2.172, 1.025], [0.172, -1.642, 1.859], [-0.492, -2.537, 2.911], [-1.036, -1.916, 4.144], [-1.571, -0.674, 4.209], [-1.592, 0.393, 3.249], [-0.701, 0.637, 2.231], [-0.849, 1.562, 1.361], [-3.987, 2.469, -2.558], [-4.452, 2.618, -4.977], [-2.910, 1.539, -6.618], [-0.950, 0.306, -5.783], [0.337, -0.578, -4.177], [1.666, -1.651, -3.000], [0.701, -2.422, -1.733], [2.741, -0.208, -1.280], [3.029, -1.940, -1.096], [1.264, -3.126, 0.514], [0.033, -3.468, 3.107], [-1.173, -2.585, 4.985], [-2.128, -0.463, 5.121], [-2.390, 1.121, 3.337], [3.267, 1.053, 4.358], [2.470, 0.824, 3.266], [2.731, 1.574, 2.041], [2.169, 1.223, 0.898], [1.256, 0.116, 0.837], [0.577, -0.215, 2.123], [1.478, -0.053, 3.319], [-1.153, -1.787, 1.123], [-1.615, -2.780, 1.907], [-1.647, -1.283, 0.148], [2.295, 2.051, -0.361], [3.275, 2.783, -0.472], [1.343, 1.887, -1.193], [3.925, 1.715, 4.122], [3.383, 2.441, 2.026], [1.254, -0.607, 4.219]],
  "charge": -1,
  "de_lowest_kcal_mol": 108.40,
  "homo_ev": [-3.98, -4.09],
  "homo_lumo_gap_ev": [6.655, 6.656],
  "multiplicity": 2,
  "s_squared": 0.754,
  "e_lumo_ev": [2.68, 2.56]
}

---

{
  "formula": "C23H18AlBClF9N3O10S2",
  "method": "ωB97M-V with the def2-TZVPD basis set",
  "species": ["Al", "F", "C", "F", "F", "C", "C", "N", "O", "H", "H", "H", "H", "H", "O", "N", "C", "C", "C", "C", "C", "H", "H", "H", "H", "H", "Cl", "C", "C", "C", "C", "C", "C", "C", "O", "O", "H", "H", "H", "H", "F", "C", "F", "F", "S", "O", "O", "N", "S", "O", "O", "C", "F", "F", "F", "O", "B", "O", "C", "C", "C", "C", "C", "C", "H", "H", "H", "H"],
  "positions_angstrom": [[-0.086, 0.700, 0.234], [-1.946, 2.455, 1.347], [-0.781, 1.867, 1.769], [0.069, 2.905, 2.065], [-1.118, 1.436, 3.067], [-4.124, -0.989, 0.740], [-2.828, -0.816, -0.013], [-2.714, -1.326, -1.284], [-1.875, -0.228, 0.523], [-4.970, -1.377, 0.209], [-4.397, -0.027, 1.174], [-3.837, -1.601, 1.571], [-3.525, -1.801, -1.663], [-1.824, -1.392, -1.786], [1.792, 0.943, 0.448], [2.598, 0.741, 1.533], [2.174, 0.703, 2.869], [3.061, 0.676, 3.879], [4.525, 0.683, 3.661], [4.848, 0.884, 2.300], [3.943, 0.838, 1.261], [1.086, 0.647, 3.018], [2.713, 0.579, 4.898], [5.243, 0.613, 4.483], [5.890, 0.930, 2.090], [4.261, 1.043, 0.278], [5.335, 1.397, -4.424], [4.091, 0.355, -3.738], [2.992, 0.043, -4.530], [1.880, -0.513, -3.931], [1.902, -0.799, -2.560], [3.053, -0.626, -1.813], [4.159, -0.030, -2.412], [0.604, -1.219, -1.931], [-0.230, -1.854, -2.583], [0.445, -0.787, -0.750], [3.014, 0.248, -5.569], [0.930, -0.705, -4.464], [3.030, -0.871, -0.793], [5.078, 0.161, -1.820], [-0.724, -5.101, 2.041], [0.071, -4.033, 1.798], [-0.146, -3.683, 0.527], [1.347, -4.412, 2.027], [-0.352, -2.693, 3.048], [-0.122, -1.404, 2.438], [0.516, -2.960, 4.150], [-1.858, -2.940, 3.346], [-2.438, -3.641, 4.644], [-2.252, -5.069, 4.796], [-2.357, -2.846, 5.836], [-4.223, -3.395, 4.128], [-4.566, -2.140, 4.289], [-4.532, -3.760, 2.830], [-5.021, -4.114, 4.976], [-1.777, 2.686, -1.548], [-0.510, 2.086, -1.330], [0.324, 2.498, -2.411], [-0.446, 3.222, -3.265], [-0.156, 3.775, -4.503], [-1.173, 4.470, -5.150], [-2.427, 4.588, -4.640], [-2.759, 3.952, -3.430], [-1.753, 3.338, -2.740], [0.826, 3.643, -4.926], [-0.969, 4.866, -6.147], [-3.224, 5.152, -5.135], [-3.758, 4.028, -3.000]],
  "charge": -2,
  "de_lowest_kcal_mol": 15.72,
  "homo_ev": [0.11, -2.93],
  "homo_lumo_gap_ev": [3.842, 6.878],
  "multiplicity": 2,
  "s_squared": 0.767,
  "e_lumo_ev": [3.95, 3.95]
}

---

{
  "formula": "C23H18AsN2O8PdS",
  "method": "ωB97M-V with the def2-TZVPD basis set",
  "species": ["Pd", "C", "O", "C", "C", "C", "C", "C", "C", "N", "N", "C", "C", "O", "C", "C", "C", "C", "C", "C", "C", "C", "H", "H", "H", "H", "H", "H", "H", "H", "H", "H", "H", "H", "H", "O", "As", "O", "O", "C", "C", "C", "C", "C", "C", "S", "O", "O", "O", "H", "H", "H", "H", "H"],
  "positions_angstrom": [[0.459, -0.890, -0.256], [1.561, -2.996, -2.419], [1.663, -1.702, -1.814], [2.597, -0.815, -2.268], [3.458, -1.087, -3.318], [4.399, -0.137, -3.692], [4.476, 1.072, -3.019], [3.607, 1.342, -1.976], [2.649, 0.411, -1.595], [1.714, 0.626, -0.549], [1.815, 1.737, 0.041], [1.054, 2.067, 1.094], [0.163, 1.174, 1.761], [-0.115, -0.014, 1.431], [-0.497, 1.654, 2.958], [-0.299, 2.896, 3.429], [0.586, 3.822, 2.778], [0.781, 5.116, 3.284], [1.624, 6.001, 2.655], [2.289, 5.599, 1.493], [2.110, 4.334, 0.981], [1.259, 3.412, 1.613], [1.193, -2.894, -3.438], [0.855, -3.542, -1.804], [2.540, -3.478, -2.391], [3.393, -2.025, -3.846], [5.070, -0.350, -4.514], [5.213, 1.810, -3.307], [3.652, 2.280, -1.442], [-1.172, 0.950, 3.427], [-0.822, 3.229, 4.318], [0.249, 5.407, 4.183], [1.768, 6.998, 3.051], [2.949, 6.290, 0.983], [2.620, 4.040, 0.075], [-1.581, -4.534, -1.796], [-1.739, -2.871, -1.140], [-1.471, -1.939, -2.463], [-0.403, -2.704, -0.080], [-3.386, -2.979, -0.212], [-3.977, -4.246, -0.108], [-4.974, -4.513, 0.803], [-5.348, -3.488, 1.688], [-4.778, -2.249, 1.637], [-3.788, -1.912, 0.652], [-2.940, 0.268, 0.465], [-2.048, 0.475, -0.666], [-4.255, -0.479, -0.012], [-2.596, -1.160, 1.176], [-1.359, -4.340, -2.716], [-3.619, -5.030, -0.761], [-5.425, -5.494, 0.861], [-6.103, -3.678, 2.444], [-5.074, -1.467, 2.324]],
  "charge": -1,
  "de_lowest_kcal_mol": 62.69,
  "homo_ev": -4.02,
  "homo_lumo_gap_ev": 5.408,
  "e_lumo_ev": 1.39
}

---

{
  "formula": "C23H18AuGeN2O2S2",
  "method": "ωB97M-V with the def2-TZVPD basis set",
  "species": ["Au", "S", "C", "C", "N", "C", "S", "C", "N", "C", "Ge", "C", "C", "C", "C", "C", "C", "C", "C", "C", "C", "C", "C", "C", "C", "C", "C", "H", "H", "H", "H", "H", "H", "H", "H", "H", "H", "H", "H", "H", "H", "H", "C", "O", "C", "O", "H", "H", "H"],
  "positions_angstrom": [[-2.073, -0.735, -0.606], [-3.731, -2.388, -1.556], [-5.084, -1.445, -1.829], [-6.326, -2.131, -2.061], [-7.315, -2.689, -2.236], [-5.095, -0.026, -1.874], [-3.757, 0.945, -1.659], [-6.356, 0.615, -2.139], [-7.361, 1.131, -2.350], [0.427, -2.037, -2.400], [0.360, -0.615, -1.072], [0.672, 1.139, -1.854], [-0.244, 2.182, -1.933], [0.117, 3.395, -2.504], [1.399, 3.575, -3.002], [2.324, 2.543, -2.927], [1.961, 1.332, -2.355], [1.615, -0.932, 0.372], [2.332, -2.098, 0.338], [3.260, -2.428, 1.357], [3.443, -1.578, 2.404], [2.724, -0.354, 2.480], [2.895, 0.526, 3.576], [2.189, 1.694, 3.651], [1.286, 2.036, 2.622], [1.108, 1.206, 1.552], [1.815, -0.019, 1.453], [1.442, -2.054, -2.803], [-0.268, -1.827, -3.211], [0.189, -3.005, -1.964], [-1.248, 2.060, -1.542], [-0.604, 4.200, -2.560], [1.681, 4.521, -3.446], [3.328, 2.680, -3.309], [2.703, 0.541, -2.293], [2.191, -2.806, -0.470], [3.810, -3.358, 1.299], [4.142, -1.821, 3.196], [3.596, 0.256, 4.357], [2.324, 2.361, 4.492], [0.729, 2.963, 2.679], [0.411, 1.490, 0.773], [-0.624, -1.628, 3.296], [-0.729, -1.663, 1.847], [-1.574, -0.783, 1.347], [-2.321, -0.086, 1.978], [0.102, -2.394, 3.545], [-1.593, -1.845, 3.738], [-0.273, -0.645, 3.606]],
  "de_lowest_kcal_mol": 0.00,
  "homo_ev": [-8.49, -8.86],
  "homo_lumo_gap_ev": [7.222, 5.947],
  "multiplicity": 2,
  "s_squared": 0.767,
  "e_lumo_ev": [-1.27, -2.92]
}

---

Number 1: E_tot -1672.47508 hartree. Number 2: E_tot -4226.81423 hartree. Number 3: E_tot -4360.52095 hartree. Number 4: E_tot -4156.17317 hartree.